[1]
ORCA calculation (ωB97M-V with the def2-TZVPD basis set) on a structure of composition C17H33BCrN6Si2 at a distorted geometry.

Summary:
LUMO level (spin up / spin down)   0.6 / 0.3 eV
Frontier orbital gap (spin up / spin down)   7.896 / 8.246 eV
Spin multiplicity   5
HOMO energy (spin up / spin down)   -7.31 / -7.90 eV
Energy relative to the best compared isomer or geometry (same formula, charge and spin)   35.0 kcal per mole

Element x y z (Å)
1 Cr -0.366 -0.577 -0.072
2 Si -1.289 0.634 2.941
3 Si 0.929 -1.611 3.077
4 N 1.451 -0.467 -2.444
5 N 0.625 1.793 -1.881
6 N 0.437 1.469 -0.546
7 N -1.440 -0.268 -1.558
8 N 1.221 -1.085 -1.209
9 N -0.939 0.130 -2.807
10 C 2.396 -0.872 3.998
11 C 3.151 -1.836 -2.088
12 C -2.802 -0.471 3.150
13 C -1.292 -2.343 0.316
14 C -2.756 -0.576 -1.757
15 C 0.678 2.580 0.160
16 C 0.911 3.103 -1.997
17 C -1.891 -0.019 -3.731
18 C 1.601 -3.123 2.178
19 C -0.723 1.228 4.641
20 C 2.595 -0.921 -2.974
21 C 0.949 3.646 -0.718
22 C -3.054 -0.465 -3.107
23 C -0.234 -2.385 4.354
24 C 0.114 -0.258 2.004
25 C -1.972 2.151 2.059
26 C 2.279 -1.898 -0.998
27 B 0.505 0.656 -2.935
28 H -1.624 -2.788 1.256
29 H 2.386 -2.471 -0.088
30 H 0.194 1.829 4.573
31 H -3.995 -0.690 -3.582
32 H -0.580 -1.693 5.131
33 H -3.175 -0.852 2.190
34 H 0.926 0.491 1.827
35 H -2.156 1.975 0.991
36 H -0.546 0.423 5.365
37 H 0.645 2.596 1.240
38 H 3.150 -0.494 3.293
39 H 1.060 3.536 -2.978
40 H -1.953 -2.676 -0.485
41 H 2.872 -1.652 4.610
42 H 2.656 -2.970 1.913
43 H -2.639 -1.323 3.818
44 H -3.389 -0.893 -0.941
45 H -1.511 1.876 5.054
46 H -1.670 0.199 -4.769
47 H 1.140 4.668 -0.444
48 H -1.300 3.014 2.146
49 H -1.601 -1.008 0.584
50 H 4.071 -2.383 -2.213
51 H 1.550 -3.989 2.854
52 H 1.061 -3.400 1.268
53 H -2.931 2.422 2.525
54 H -0.278 -2.725 0.133
55 H 0.335 -3.186 4.855
56 H -1.111 -2.852 3.888
57 H 2.920 -0.558 -3.941
58 H -3.595 0.153 3.588
59 H 2.106 -0.049 4.664
60 H 0.773 1.042 -4.038


[2]
ORCA calculation (ωB97M-V with the def2-TZVPD basis set) on a cluster of 9 separate species, C48H103BF4N13O6 in total at a distorted geometry.

Summary:
LUMO level (spin up / spin down)   -10.6 / -10.6 eV
Total charge   +6
Frontier orbital gap (spin up / spin down)   1.571 / 8.683 eV
Spin multiplicity   2
HOMO energy (spin up / spin down)   -12.17 / -19.28 eV

Element x y z (Å)
1 F -0.340 -0.642 -0.847
2 F -1.408 0.682 0.780
3 F -0.432 1.477 -1.043
4 F 0.902 0.674 0.502
5 O -4.025 -0.595 4.657
6 O 1.870 -2.758 -4.436
7 O -0.573 5.933 0.869
8 O 3.878 -4.821 -7.202
9 O -1.216 7.228 4.717
10 O -2.255 -1.770 9.631
11 N 2.753 3.870 -5.390
12 N 4.885 3.482 -6.132
13 N 0.747 2.905 4.364
14 N 0.677 -7.679 -4.412
15 N 0.082 -6.162 -2.818
16 N -3.759 -0.515 7.693
17 N -3.897 0.367 -5.448
18 N 0.895 -2.733 2.469
19 N 1.318 4.272 6.024
20 N 0.546 8.043 2.724
21 N 1.793 -2.821 -7.665
22 N 0.244 -4.331 3.903
23 N -3.495 0.728 -3.201
24 C -4.589 -1.518 6.951
25 C 0.801 -2.486 -5.373
26 C -1.596 -1.616 8.372
27 C 0.939 -3.462 -6.559
28 C 3.636 4.726 -4.761
29 C 1.068 2.992 5.690
30 C 0.738 4.197 3.815
31 C 0.769 8.182 1.215
32 C -2.783 -0.420 -3.584
33 C -0.132 9.167 3.631
34 C -3.014 -0.672 -4.955
35 C -0.671 4.646 0.138
36 C 0.232 -5.299 5.071
37 C -0.692 8.519 4.948
38 C -0.597 -5.077 -2.124
39 C 1.221 2.313 -4.107
40 C -0.569 -2.908 2.381
41 C -1.005 -3.810 3.365
42 C -4.797 -0.739 -7.518
43 C 0.382 -4.212 -1.380
44 C 4.580 -5.944 -6.654
45 C 1.346 3.677 -5.006
46 C 1.771 -1.798 1.717
47 C 1.886 4.781 7.256
48 C 3.545 3.114 -6.202
49 C 0.858 -8.282 -5.718
50 C 3.290 -2.611 -7.365
51 C -3.948 -0.834 3.185
52 C -1.883 -3.092 10.191
53 C -0.863 1.093 3.795
54 C -0.046 -6.481 -4.136
55 C -1.796 6.512 5.814
56 C 4.006 -3.666 -6.474
57 C -2.209 -0.498 7.623
58 C 4.875 4.458 -5.119
59 C 0.631 6.761 0.535
60 C -4.179 -1.738 5.489
61 C 0.652 -4.700 6.384
62 C 2.154 -1.661 -3.597
63 C 0.870 -7.158 -2.221
64 C -3.711 1.068 -1.797
65 C 0.932 5.032 4.928
66 C 0.628 1.628 3.588
67 C -4.187 1.151 -4.361
68 C -4.217 0.544 -6.862
69 C 5.935 3.084 -6.966
70 C 1.359 -3.699 3.317
71 C 1.330 -8.024 -3.244
72 B -0.357 0.519 -0.093
73 H 1.283 -1.425 -2.986
74 H 0.670 6.836 -0.551
75 H 0.755 3.707 -5.921
76 H -1.119 -4.483 -2.875
77 H 0.697 9.849 3.818
78 H -5.666 -1.179 -7.028
79 H 0.928 -6.119 4.894
80 H 1.308 0.825 3.870
81 H -1.508 4.119 0.595
82 H -3.920 -0.586 8.688
83 H 1.156 -3.872 -2.067
84 H -1.460 9.258 5.177
85 H -2.106 5.575 5.350
86 H 0.736 -1.417 -5.576
87 H -2.020 0.522 7.960
88 H -3.244 0.769 -7.298
89 H 1.442 7.862 3.154
90 H 1.216 -7.133 -1.199
91 H 0.064 8.543 5.733
92 H -5.342 -0.323 -8.365
93 H -1.154 -2.422 1.614
94 H -2.426 -3.884 9.675
95 H 1.020 6.108 4.961
96 H -2.057 -0.471 6.543
97 H 5.037 -3.443 -6.200
98 H -0.962 9.519 3.018
99 H -0.761 4.803 -0.937
100 H -1.217 6.318 6.717
101 H 3.551 -2.491 -8.417
102 H -2.870 0.707 -1.204
103 H -4.097 -1.499 -7.864
104 H 3.057 -1.773 -2.997
105 H 1.190 5.543 7.610
106 H 0.095 -7.920 -6.407
107 H 6.007 3.770 -7.809
108 H -1.180 0.679 4.752
109 H 5.577 -5.723 -6.272
110 H -0.107 -2.761 -4.836
111 H -0.008 -3.660 -7.062
112 H 3.454 -3.732 -5.537
113 H -4.687 0.812 -1.385
114 H -1.728 -2.528 7.790
115 H 1.674 2.404 -3.119
116 H -2.632 -1.465 -5.581
117 H 1.652 8.815 1.126
118 H 0.190 2.212 -3.765
119 H 1.038 4.572 -4.465
120 H 2.843 5.246 7.018
121 H 1.570 6.224 0.665
122 H 1.861 -7.962 -6.000
123 H -3.748 2.156 -1.742
124 H -0.812 -3.275 10.105
125 H 1.463 1.390 -4.633
126 H 2.841 -1.862 1.918
127 H 4.018 -6.318 -5.798
128 H -4.797 2.027 -4.523
129 H 1.530 -0.774 2.004
130 H 1.897 3.916 7.919
131 H -2.727 6.983 6.129
132 H 0.899 -9.371 -5.676
133 H 3.014 2.454 -6.872
134 H 1.400 -1.968 -8.037
135 H -4.924 1.368 -6.763
136 H 5.823 2.110 -7.441
137 H 2.402 -3.820 3.567
138 H 3.241 -1.648 -6.857
139 H -3.534 -1.820 2.976
140 H -1.648 1.783 3.484
141 H 1.455 -1.888 0.678
142 H -3.217 -2.249 5.447
143 H -0.931 0.148 3.257
144 H 1.883 -3.454 -8.446
145 H 2.374 -0.798 -4.226
146 H -2.242 -0.971 -2.829
147 H 0.314 -3.681 6.576
148 H -0.533 -1.375 8.349
149 H 5.762 4.997 -4.822
150 H 1.742 -4.675 6.376
151 H -4.980 -0.883 2.838
152 H -0.212 -3.393 -0.974
153 H -4.653 -2.385 7.609
154 H -3.449 0.042 2.771
155 H 1.899 -8.942 -3.204
156 H 0.222 4.049 0.322
157 H -0.068 8.778 0.853
158 H 0.297 -5.295 7.225
159 H -4.931 -2.458 5.168
160 H 0.500 4.225 2.762
161 H 0.807 1.759 2.521
162 H -5.585 -1.076 6.940
163 H -0.526 -5.873 -4.889
164 H 4.656 -6.795 -7.330
165 H -1.506 -5.338 -1.583
166 H 3.313 5.487 -4.066
167 H 0.812 -4.666 -0.487
168 H 1.458 2.161 6.259
169 H -0.077 7.249 2.773
170 H -1.985 -4.229 3.539
171 H -4.090 0.351 7.293
172 H -0.768 -5.694 5.248
173 H 1.508 -4.388 -6.474
174 H 6.900 3.015 -6.464
175 H -2.063 -3.006 11.262


no.,electronic energy (eV),M (g mol⁻¹)
1,-71959.47725,440.5
2,-94586.60279,1045.2